[1]
The following is a quantum chemistry calculation of a cluster of 2 separate species, C3H3N3O in total at a distorted geometry, from OMol25.

```
! wB97M-V def2-TZVPD RIJCOSX def2/J DEFGRID3
* xyz 0 1
N 0.553 -1.804 1.116
C 0.288 -0.685 0.731
C 0.070 0.620 0.551
C 0.806 1.358 -0.472
O 1.560 0.832 -1.270
H 0.147 -2.632 0.700
H -0.709 1.090 1.152
H 0.623 2.466 -0.478
N -1.563 -1.163 -0.962
N -1.775 -0.081 -1.069
*
```

Calculated values
- energy above the lowest of the compared OMol25 structures with the same formula, charge and spin (kJ/mol) = 131.8
- LUMO energy (Eh) = 0.007
- frontier orbital gap (eV) = 9.58
- HOMO (Eh) = -0.345
- structure (SMILES) = N=C=CC=O.N#N
- E_tot (eV) = -9676.088

These are the natural (NBO) partial charges, in e, on atoms 1 to 2: atom 1 (N): -0.593, atom 2 (C): 0.545



[2]
The following is a quantum chemistry calculation of the molecule C21H26N2O4S at a distorted geometry, from OMol25.

```
! wB97M-V def2-TZVPD RIJCOSX def2/J DEFGRID3
* xyz 0 1
C -1.242 -3.384 -2.001
C -2.079 -2.925 -0.849
C -2.203 -3.686 0.306
C -2.933 -3.216 1.384
C -3.528 -1.969 1.335
C -3.416 -1.192 0.189
C -3.959 0.213 0.179
O -3.050 1.000 0.935
C -3.164 2.394 0.786
C -2.498 2.950 -0.486
N -1.093 2.607 -0.575
C -0.732 1.319 -1.125
C -0.206 0.342 -0.068
N 1.202 0.510 0.207
S 2.203 -0.070 -1.009
O 2.530 0.941 -1.981
O 1.607 -1.281 -1.496
C 3.670 -0.470 -0.069
C 3.568 -1.428 0.921
C 4.692 -1.754 1.661
C 5.898 -1.119 1.401
C 5.988 -0.161 0.404
C 4.865 0.168 -0.339
C 1.605 1.780 0.767
C 1.267 3.018 -0.076
C -0.193 3.433 0.009
O -0.528 4.469 0.552
C -2.711 -1.688 -0.897
H -1.059 -4.455 -1.951
H -0.279 -2.870 -1.980
H -1.723 -3.152 -2.949
H -1.722 -4.652 0.362
H -3.027 -3.822 2.274
H -4.074 -1.589 2.185
H -4.957 0.258 0.643
H -4.042 0.584 -0.851
H -4.217 2.707 0.806
H -2.652 2.818 1.654
H -3.004 2.588 -1.384
H -2.569 4.040 -0.449
H -1.623 0.897 -1.588
H 0.031 1.433 -1.903
H -0.321 -0.680 -0.428
H -0.772 0.454 0.860
H 2.615 -1.902 1.090
H 4.631 -2.501 2.438
H 6.774 -1.375 1.979
H 6.930 0.327 0.204
H 4.895 0.905 -1.126
H 2.690 1.722 0.896
H 1.146 1.869 1.758
H 1.561 2.834 -1.110
H 1.846 3.861 0.306
H -2.636 -1.103 -1.803
*
```

Calculated values
- energy above the lowest of the compared OMol25 structures with the same formula, charge and spin (kJ/mol) = 80.4
- LUMO energy (Eh) = 0.021
- frontier orbital gap (eV) = 9.50
- HOMO (Eh) = -0.328
- structure (SMILES) = Cc1cccc(COCCN2CCN(S(=O)(=O)c3ccccc3)CCC2=O)c1
- E_tot (eV) = -44204.329

These are the natural (NBO) partial charges, in e, on atoms 1 to 2: atom 1 (C): -0.641, atom 2 (C): 0.007



[3]
The following is a quantum chemistry calculation of a structure of composition C71H59Cl4N9O2PTeW at a distorted geometry, from OMol25.

```
! wB97M-V def2-TZVPD RIJCOSX def2/J DEFGRID3
* xyz 1 3
W -0.096 -0.289 0.160
Cl 9.959 -0.843 0.467
C 8.251 -0.785 0.239
C 7.577 -1.914 -0.204
C 6.206 -1.872 -0.369
C 5.499 -0.701 -0.112
C 6.191 0.430 0.308
C 7.562 0.392 0.486
C 4.030 -0.676 -0.207
C 3.346 -0.239 -1.323
C 3.991 0.036 -2.576
C 3.040 0.496 -3.416
C 1.809 0.544 -2.670
C 0.650 1.119 -3.194
C 0.799 1.692 -4.562
C 0.668 0.936 -5.720
C 0.886 1.512 -6.960
C 1.253 2.847 -7.046
Cl 1.571 3.556 -8.588
C 1.375 3.618 -5.898
C 1.146 3.036 -4.667
C -0.544 1.420 -2.532
N -0.870 1.249 -1.191
C -2.101 1.904 -1.042
C -2.724 2.272 0.162
C -3.720 3.373 0.044
C -3.191 4.614 -0.313
C -4.004 5.706 -0.528
C -5.378 5.562 -0.398
Cl -6.411 6.896 -0.752
C -5.920 4.353 0.009
C -5.091 3.266 0.238
C -2.192 2.001 1.422
C -2.534 2.674 2.635
C -1.559 2.378 3.537
C -0.608 1.541 2.880
N -1.057 1.237 1.606
C 0.660 1.213 3.394
C 1.593 0.603 2.527
C 2.813 -0.016 3.058
C 3.582 -0.858 2.348
C 3.197 -1.082 0.933
N 1.218 0.462 1.267
C 1.027 1.586 4.774
C 0.547 0.880 5.870
C 0.892 1.257 7.155
C 1.720 2.355 7.349
Cl 2.143 2.838 8.950
C 2.228 3.052 6.263
C 1.885 2.664 4.982
C -2.568 2.371 -2.303
C -1.603 2.084 -3.216
N 1.980 0.061 -1.407
H 8.123 -2.820 -0.408
H 5.681 -2.751 -0.712
H 5.644 1.340 0.501
H 8.096 1.267 0.817
H 5.037 -0.114 -2.760
H 3.158 0.799 -4.436
H 0.397 -0.108 -5.656
H 0.781 0.925 -7.858
H 1.652 4.657 -5.967
H 1.246 3.628 -3.769
H -2.121 4.713 -0.421
H -3.585 6.660 -0.808
H -6.988 4.266 0.132
H -5.537 2.335 0.556
H -3.377 3.325 2.762
H -1.453 2.741 4.538
H 3.026 0.182 4.096
H 4.434 -1.350 2.794
H -0.068 0.008 5.716
H 0.523 0.698 7.999
H 2.890 3.890 6.416
H 2.281 3.201 4.133
H -3.500 2.874 -2.471
H -1.592 2.323 -4.258
O -1.302 -5.213 -4.923
C -2.231 -4.180 -4.716
C -1.787 -3.330 -3.567
C -2.355 -2.052 -3.346
C -1.865 -1.265 -2.350
N -0.840 -1.592 -1.504
C -0.283 -2.859 -1.735
C -0.779 -3.719 -2.731
C 0.868 -3.176 -0.963
C 1.537 -4.410 -1.005
C 2.675 -4.618 -0.263
C 3.369 -5.957 -0.319
O 2.518 -7.009 0.065
C 3.178 -3.543 0.488
C 2.520 -2.335 0.458
N 1.339 -2.143 -0.179
H -1.572 -5.742 -5.681
H -3.232 -4.587 -4.499
H -2.316 -3.532 -5.601
H -3.164 -1.700 -3.965
H -2.325 -0.296 -2.200
H -0.346 -4.694 -2.873
H 1.170 -5.208 -1.626
H 4.290 -5.942 0.277
H 3.638 -6.171 -1.359
H 2.341 -6.951 1.012
H 4.094 -3.634 1.050
H 2.360 -0.324 0.824
C -6.042 -0.862 1.309
N -5.062 -1.424 2.218
C -4.956 -2.857 2.000
N -4.619 -3.174 0.621
C -5.617 -2.588 -0.256
N -5.722 -1.150 -0.080
C -4.545 -0.467 -0.536
P -2.960 -0.905 0.430
C -3.792 -0.756 2.122
C -3.278 -2.774 0.286
H -6.092 0.221 1.460
H -7.020 -1.297 1.535
H -5.924 -3.310 2.230
H -4.198 -3.275 2.665
H -6.585 -3.038 -0.020
H -5.365 -2.806 -1.299
H -4.704 0.612 -0.467
H -4.394 -0.726 -1.589
H -3.943 0.307 2.344
H -3.122 -1.188 2.870
H -2.592 -3.298 0.962
H -3.076 -3.084 -0.746
C -3.667 -6.207 5.846
C -2.974 -5.192 4.992
C -2.954 -3.855 5.335
C -2.235 -2.912 4.609
C -2.258 -1.529 5.199
C -1.531 -3.304 3.464
Te -0.191 -1.839 2.418
C -1.547 -4.656 3.100
C -0.759 -5.226 1.955
C -2.269 -5.567 3.860
H -4.282 -5.723 6.600
H -2.926 -6.820 6.360
H -4.291 -6.866 5.245
H -3.492 -3.523 6.210
H -1.759 -1.570 6.167
H -3.284 -1.203 5.361
H -1.747 -0.801 4.576
H -0.490 -4.474 1.216
H -1.315 -6.023 1.468
H 0.164 -5.652 2.345
H -2.256 -6.608 3.577
*
```

Calculated values
- LUMO energy (spin up / spin down) (Eh) = -0.130 / -0.149
- frontier orbital gap (spin up / spin down) (eV) = 5.10 / 5.39
- ⟨S²⟩ = 2.202
- HOMO (spin up / spin down) (Eh) = -0.317 / -0.347
- E_tot (eV) = -160580.766

These are the Löwdin partial charges, in e, on atoms 1 to 2: atom 1 (W): 1.406, atom 2 (Cl): 0.696



[4]
The following is a quantum chemistry calculation of the molecule CH3F3Si at a distorted geometry, from OMol25.

```
! wB97M-V def2-TZVPD RIJCOSX def2/J DEFGRID3
* xyz 0 1
F 2.671 1.214 -0.276
C 2.098 -0.029 0.065
F 2.610 -0.892 -0.912
F 2.706 -0.444 1.187
Si 0.144 -0.004 -0.007
H -0.039 0.141 -1.392
H -0.557 -1.096 0.603
H 0.149 1.304 0.550
*
```

Calculated values
- energy above the lowest of the compared OMol25 structures with the same formula, charge and spin (kJ/mol) = 668.9
- LUMO energy (Eh) = 0.025
- frontier orbital gap (eV) = 12.62
- HOMO (Eh) = -0.438
- structure (SMILES) = FC(F)(F)[SiH3]
- E_tot (eV) = -17114.814

These are the natural (NBO) partial charges, in e, on atoms 1 to 2: atom 1 (F): -0.356, atom 2 (C): 0.688



[5]
The following is a quantum chemistry calculation of a structure of composition CH4IN4 at a distorted geometry, from OMol25.

```
! wB97M-V def2-TZVPD RIJCOSX def2/J DEFGRID3
* xyz 1 1
C -1.727 0.007 -0.023
N 2.942 -1.152 0.830
N 1.826 -0.961 0.444
N -2.475 -0.345 -0.875
N 0.752 -0.644 0.296
I 0.085 1.983 -0.298
H -1.565 -0.124 1.010
H 3.464 -2.032 0.796
H -2.901 -0.233 -1.830
H -0.401 3.501 -0.352
*
```

Calculated values
- energy above the lowest of the compared OMol25 structures with the same formula, charge and spin (kJ/mol) = 206.2
- LUMO energy (Eh) = -0.198
- frontier orbital gap (eV) = 8.69
- HOMO (Eh) = -0.517
- E_tot (eV) = -15151.147

These are the natural (NBO) partial charges, in e, on atoms 1 to 2: atom 1 (C): 0.399, atom 2 (N): -0.468



[6]
The following is a quantum chemistry calculation of a structure of composition C29H24N7NaO5S2 at a distorted geometry, from OMol25.

```
! wB97M-V def2-TZVPD RIJCOSX def2/J DEFGRID3
* xyz -2 1
Na 2.044 1.065 -2.504
C -7.138 -5.374 5.896
O -5.967 -5.916 5.360
C -5.184 -5.082 4.558
C -4.054 -5.669 3.975
C -3.222 -4.932 3.175
C -3.468 -3.567 2.908
C -4.618 -3.001 3.493
C -5.454 -3.744 4.302
C -2.565 -2.848 2.082
N -1.444 -3.351 1.587
C -0.880 -2.382 0.838
C -1.669 -1.202 0.863
N -2.728 -1.520 1.686
C -1.342 -0.044 0.187
C -2.097 1.182 0.204
C -1.693 2.226 -0.524
C -0.435 2.180 -1.339
N 0.106 0.879 -1.526
C -0.210 -0.078 -0.697
C 0.634 -1.265 -0.702
N 1.758 -1.194 -1.415
C 2.591 -2.213 -1.418
C 2.365 -3.385 -0.695
C 1.218 -3.484 0.061
C 0.318 -2.411 0.082
H -7.647 -6.189 6.413
H -7.803 -4.983 5.115
H -6.926 -4.573 6.616
H -3.865 -6.715 4.169
H -2.351 -5.379 2.722
H -4.861 -1.961 3.326
H -6.323 -3.266 4.734
H -3.556 -0.967 1.797
H -3.005 1.234 0.802
H -2.249 3.154 -0.543
H -0.599 2.646 -2.323
H 3.484 -2.064 -2.008
H 3.086 -4.190 -0.720
H 0.999 -4.366 0.648
S 3.002 5.854 -4.250
C 4.424 5.351 -5.084
C 4.872 4.164 -4.616
C 4.059 3.635 -3.574
C 2.972 4.419 -3.253
C 1.900 4.298 -2.268
C 1.068 5.411 -2.111
C 0.246 5.459 -0.968
C 0.128 4.369 -0.185
C 0.712 3.075 -0.643
N 1.841 3.204 -1.528
H 4.800 5.973 -5.871
H 5.718 3.611 -4.981
H 1.171 6.280 -2.744
H -0.215 6.402 -0.691
H -0.415 4.378 0.752
H 1.030 2.465 0.218
O 4.615 0.046 -3.081
S 4.255 1.116 -3.974
O 5.156 1.313 -5.084
O 4.389 2.456 -2.978
O 2.854 1.119 -4.344
N 5.108 1.603 -0.115
N 3.989 1.070 0.621
H 4.788 2.307 -0.787
H 5.451 0.840 -0.698
H 3.293 0.675 -0.020
H 3.539 1.862 1.073
*
```

Calculated values
- energy above the lowest of the compared OMol25 structures with the same formula, charge and spin (kJ/mol) = 90.8
- LUMO energy (Eh) = 0.125
- frontier orbital gap (eV) = 3.61
- HOMO (Eh) = -0.008
- E_tot (eV) = -77219.344

These are the natural (NBO) partial charges, in e, on atoms 1 to 2: atom 1 (Na): 0.878, atom 2 (C): -0.244